# C41H49BrN10S

C41H49BrN10S as an isolated structure in a non-equilibrium geometry (ωB97M-V/def2-TZVPD, OMol25).

```
102
Properties=species:S:1:pos:R:3:forces:R:3:lowdin_charge:R:1
C -0.23441 3.72142 -5.02379 -0.125 0.305 0.121 -0.1318
C -0.13183 3.77858 -3.50720 -0.026 -0.047 -0.110 -0.6996
Br 0.65014 5.49408 -2.94733 0.051 -0.040 0.030 0.7581
C 0.65983 2.60780 -2.93874 -0.036 -0.168 0.200 -0.2049
C 1.04515 2.71676 -1.49341 -0.042 0.092 -0.193 -0.2313
C 2.32649 2.85944 -1.06568 -0.119 -0.130 -0.080 -0.0164
C 2.66646 2.92493 0.31988 0.025 -0.029 -0.068 -0.0411
C 1.71900 2.90604 1.28807 0.249 0.129 0.232 -0.0330
C 0.36223 2.82235 0.89125 0.204 -0.144 -0.136 -0.3713
N -0.69723 2.74118 1.68891 -0.226 -0.030 0.277 -0.2005
S -1.96823 2.49619 0.74828 0.002 0.063 -0.125 1.0294
N -1.26176 2.45219 -0.69666 -0.421 0.141 -0.146 -0.2216
C 0.03322 2.68210 -0.49203 0.230 -0.108 0.136 -0.3360
H 0.67713 3.33104 -5.46954 0.043 -0.094 -0.048 0.0779
H -1.08851 3.11168 -5.31254 0.086 -0.249 -0.068 0.0851
H -0.40275 4.71503 -5.43079 -0.082 0.032 -0.037 0.0609
H -1.12024 3.77902 -3.06046 -0.038 0.198 0.088 0.0783
H -0.00453 1.74231 -3.03544 0.018 -0.083 -0.216 0.1091
H 1.54219 2.41803 -3.54687 0.110 0.062 -0.022 0.1209
H 3.11136 2.88910 -1.80810 0.130 0.031 0.015 0.1214
H 3.71114 2.95984 0.59136 0.059 0.040 0.029 0.1136
H 1.97870 2.88972 2.33582 -0.016 0.152 0.088 0.1169
N -0.60841 -0.67875 -1.40592 0.043 0.058 0.096 0.0390
C -1.25170 -1.62770 -0.65955 -0.070 0.029 -0.312 -0.1484
C -1.00712 -2.85173 -1.22832 -0.567 0.355 -0.197 -0.0962
C -0.19131 -2.62969 -2.36994 0.012 0.134 -0.013 -0.0856
C 0.04219 -1.28032 -2.44563 -0.031 0.068 0.046 -0.1412
H -0.61813 0.30810 -1.21519 -0.058 0.068 -0.036 0.0928
H -1.83998 -1.35271 0.20175 -0.232 0.025 -0.102 0.1083
H -1.37656 -3.79932 -0.87261 -0.284 0.474 -0.356 0.0945
H 0.18414 -3.37399 -3.05195 -0.082 0.085 -0.033 0.0950
H 0.62422 -0.70027 -3.14342 0.090 -0.018 0.046 0.1033
N -1.01991 -0.77331 -5.64379 0.010 0.078 0.005 0.0091
C -0.02312 -0.29039 -6.44674 -0.008 0.028 0.036 -0.1549
C -0.45760 -0.35738 -7.74402 -0.007 0.005 -0.006 -0.1130
C -1.76961 -0.90391 -7.72079 0.007 0.009 -0.001 -0.1108
C -2.08638 -1.14953 -6.41091 -0.002 0.020 0.006 -0.1366
H -0.97128 -0.84000 -4.64223 -0.064 -0.133 0.010 0.0971
H 0.90805 0.05631 -6.03065 0.018 -0.012 -0.013 0.0994
H 0.10203 -0.05324 -8.61245 0.003 -0.001 -0.006 0.0890
H -2.40500 -1.09654 -8.56856 -0.002 -0.003 -0.006 0.0895
H -2.97527 -1.55810 -5.96229 -0.005 -0.013 -0.005 0.1070
N 2.84855 7.44721 -5.00502 0.016 -0.024 -0.039 -0.0068
C 3.45013 7.68063 -6.21029 -0.004 -0.014 0.017 -0.1454
C 4.08696 8.89099 -6.13545 0.000 0.008 0.006 -0.1154
C 3.85848 9.40786 -4.83116 0.004 0.004 -0.007 -0.1139
C 3.09104 8.49329 -4.15970 -0.005 -0.021 0.005 -0.1494
H 2.30750 6.63348 -4.76956 -0.007 0.029 0.008 0.0502
H 3.37565 6.96985 -7.01522 0.004 0.005 -0.013 0.1027
H 4.65225 9.35508 -6.92591 0.003 0.003 -0.005 0.0876
H 4.21567 10.34274 -4.43347 0.002 0.006 0.002 0.0879
H 2.69980 8.49889 -3.15666 0.000 0.009 0.005 0.1007
N 0.60378 -1.61777 1.77554 0.085 0.013 0.257 0.0259
C 1.45418 -0.56360 1.95108 -0.151 -0.127 -0.006 -0.1186
C 2.52312 -1.00331 2.68611 0.107 -0.055 0.040 -0.1222
C 2.30772 -2.38338 2.96497 0.031 0.081 0.011 -0.0938
C 1.11478 -2.72927 2.38840 -0.044 0.091 0.008 -0.1334
H -0.26242 -1.57976 1.26739 0.180 -0.074 -0.041 0.0795
H 1.22631 0.40126 1.53814 0.034 0.045 -0.036 0.0824
H 3.36723 -0.40479 2.98801 0.035 -0.022 -0.033 0.0979
H 2.95429 -3.04258 3.51893 0.013 -0.007 -0.001 0.0969
H 0.58787 -3.66759 2.37499 0.000 -0.042 0.108 0.0999
N -3.89108 0.18472 2.72529 0.061 -0.056 0.008 -0.0008
C -3.52019 -1.03287 3.22629 0.047 -0.054 -0.097 -0.1523
C -4.65365 -1.68320 3.63202 -0.023 -0.039 0.030 -0.1075
C -5.75192 -0.81718 3.37631 0.019 -0.014 -0.052 -0.1024
C -5.24890 0.32569 2.81385 0.021 -0.012 -0.007 -0.1344
H -3.25222 0.85769 2.34599 -0.073 0.035 0.066 0.0554
H -2.48522 -1.33147 3.24797 0.032 0.014 0.049 0.0927
H -4.69033 -2.66678 4.07059 -0.023 0.019 0.059 0.0819
H -6.79073 -1.01326 3.58013 -0.007 -0.001 0.005 0.0923
H -5.73897 1.22080 2.47167 -0.012 0.004 0.012 0.1073
N -2.85905 -5.11907 4.80841 0.023 0.007 -0.007 -0.0017
C -3.11213 -6.23324 5.56171 -0.008 -0.004 -0.008 -0.1429
C -2.59298 -6.02100 6.81023 0.002 0.006 -0.001 -0.1107
C -2.00269 -4.72724 6.81096 -0.002 -0.024 -0.006 -0.1076
C -2.18291 -4.19731 5.56245 -0.004 0.027 -0.065 -0.1491
H -3.12752 -4.99771 3.84963 -0.029 0.012 0.001 0.1327
H -3.63851 -7.07587 5.14807 -0.001 -0.012 0.006 0.1043
H -2.63230 -6.71419 7.63328 -0.001 -0.005 0.006 0.0895
H -1.50562 -4.24263 7.63408 0.003 0.006 0.004 0.0910
H -1.89368 -3.24624 5.14873 0.003 0.018 0.024 0.0963
N 2.28437 0.32065 5.72001 -0.076 -0.002 0.015 0.0083
C 2.03676 1.64229 5.96628 0.023 -0.027 -0.037 -0.1469
C 2.66854 1.97839 7.13466 0.011 0.002 0.019 -0.1157
C 3.32020 0.80922 7.61270 0.001 0.020 0.009 -0.1148
C 3.06178 -0.19565 6.71787 -0.005 0.014 -0.038 -0.1409
H 1.94359 -0.19342 4.92502 0.019 -0.022 -0.019 0.1050
H 1.43279 2.22854 5.29452 -0.023 0.005 0.010 0.0988
H 2.66194 2.95104 7.59701 0.001 0.006 0.006 0.0873
H 3.90844 0.71712 8.51004 0.004 0.001 0.007 0.0877
H 3.36546 -1.22828 6.70647 0.000 -0.008 0.010 0.1049
N -0.03098 -5.07785 -0.03967 0.497 -0.830 0.405 -0.0352
C -0.82539 -6.07225 0.46486 0.096 0.068 0.012 -0.1373
C -0.83025 -7.10168 -0.43761 -0.043 -0.049 -0.063 -0.1020
C -0.00532 -6.71154 -1.52846 -0.041 -0.017 0.031 -0.0916
C 0.47213 -5.45822 -1.25228 0.161 -0.180 0.156 -0.1541
H 0.15095 -4.20102 0.41040 0.175 -0.043 -0.057 0.0951
H -1.31348 -5.96619 1.41931 0.017 -0.021 0.008 0.0999
H -1.36162 -8.03189 -0.32787 -0.014 -0.001 -0.011 0.0902
H 0.21293 -7.28690 -2.41221 -0.001 -0.009 -0.005 0.0920
H 1.12203 -4.80763 -1.81159 0.020 -0.130 0.105 0.1013
```
Positions in Å, forces in eV/Å.

* E_LUMO: -1.56 eV
* highest occupied orbital energy: -8.23 eV